A structure of composition C31H40ClGeN2O12PbS2 in a non-equilibrium geometry, computed with ωB97M-V/def2-TZVPD.

Output
orbital gap (spin up / spin down): 6.457 / 5.792 eV
net charge: -2
spin multiplicity: 2

Geometry (Å):
Pb -0.8083 0.3059 0.0170
C 0.9077 1.3183 -4.4800
C 0.0709 2.1137 -3.4682
C -0.8641 3.0823 -4.2070
C 0.9837 2.9105 -2.5523
O -0.6671 1.2177 -2.6835
Ge -2.2838 0.3462 -3.1061
O -3.0869 0.9956 -1.5593
C -4.1832 1.8029 -1.2454
C -3.6978 2.9841 -0.3960
C -4.8565 2.3193 -2.5258
C -5.1833 0.9778 -0.4261
O -1.5702 -1.1482 -2.1043
C -2.1363 -2.4228 -1.9999
C -2.2801 -3.0291 -3.4070
C -3.5145 -2.3769 -1.3270
C -1.1914 -3.2863 -1.1569
H 1.4749 1.9776 -5.1389
H 0.2455 0.6904 -5.0793
H 1.5965 0.6731 -3.9357
H -0.2954 3.8299 -4.7611
H -1.4919 3.5888 -3.4740
H -1.5049 2.5274 -4.8962
H 1.6469 3.5632 -3.1208
H 1.5859 2.2336 -1.9466
H 0.3882 3.5272 -1.8907
H -2.8495 3.4744 -0.8731
H -3.3627 2.6043 0.5693
H -4.4982 3.7094 -0.2409
H -4.1451 2.9257 -3.0896
H -5.7396 2.9159 -2.2909
H -5.1471 1.4705 -3.1485
H -4.6460 0.5285 0.4072
H -5.6028 0.1777 -1.0383
H -5.9901 1.6074 -0.0472
H -2.9055 -2.3674 -4.0078
H -2.7342 -4.0206 -3.3703
H -1.3007 -3.0946 -3.8819
H -4.2133 -1.8457 -1.9756
H -3.4378 -1.8321 -0.3865
H -3.8904 -3.3828 -1.1314
H -0.2039 -3.2915 -1.6167
H -1.5625 -4.3076 -1.0651
H -1.1078 -2.8467 -0.1618
C 2.5045 -2.5079 -0.0368
C 2.3418 -1.1417 0.7300
O 1.3002 -0.5090 0.1839
C 3.8655 0.8180 1.6738
C 5.0598 0.9070 2.3878
C 5.2726 1.8594 3.3694
C 4.2949 2.7949 3.6504
C 3.1137 2.7706 2.9375
C 2.9074 1.8142 1.9463
O 1.7881 1.8677 1.1715
H 1.5033 -2.9282 -0.1153
H 3.1685 -3.2178 0.4535
H 2.8596 -2.3047 -1.0466
H 5.8597 0.2160 2.1749
H 6.2092 1.8632 3.9130
H 4.4537 3.5511 4.4077
H 2.3395 3.5042 3.1129
O -1.3388 -5.0029 4.5506
C -1.8097 -4.1614 3.5831
O -2.8768 -4.3745 3.0875
C -0.8998 -3.0638 3.2158
C 0.4829 -3.1040 3.1204
Cl 1.5244 -4.4403 3.4025
N 0.9173 -1.9143 2.6150
N -0.1360 -1.1034 2.4236
C -1.2230 -1.7602 2.7613
C -2.5761 -1.0630 2.6437
O -3.3586 -1.1783 3.5804
O -2.7200 -0.4322 1.5581
C 2.2184 -1.5899 2.1956
C 3.6783 -0.2582 0.5911
C 4.8531 -1.1696 0.4925
C 5.2530 -1.9998 1.4838
C 4.5996 -2.1813 2.7287
C 3.2539 -1.9678 3.0228
H -0.4387 -4.7578 4.7969
H 3.5264 0.2631 -0.3577
H 5.4235 -1.1754 -0.4293
H 6.1774 -2.5552 1.3437
H 5.1893 -2.6224 3.5257
H 2.9673 -2.2020 4.0435
O -0.6476 4.8020 0.6121
S 0.5261 4.4943 1.4042
O 0.5060 5.0466 2.7483
O 1.7997 4.6235 0.7345
S 0.3387 2.3438 1.8281

Forces on the atoms, in the same order (eV/Å):
Pb -0.241 -0.316 -0.564
C -0.185 0.022 0.143
C 0.039 0.099 -0.513
C 0.034 -0.234 0.092
C 0.012 -0.150 0.046
O -0.215 -0.266 0.527
Ge 0.126 -0.213 -0.060
O 0.430 -0.379 0.312
C -0.531 0.350 -0.148
C 0.080 -0.311 -0.176
C 0.222 -0.156 0.136
C 0.286 0.033 -0.146
O 0.227 0.762 0.090
C -0.396 -0.629 -0.178
C 0.070 0.168 0.203
C 0.264 0.192 -0.090
C -0.096 0.322 -0.201
H 0.051 0.044 -0.054
H 0.022 -0.022 -0.070
H 0.052 -0.069 -0.005
H 0.023 0.045 -0.064
H -0.064 0.066 0.014
H -0.018 0.079 -0.054
H 0.068 0.033 -0.061
H 0.062 -0.017 0.074
H -0.089 0.164 0.286
H 0.004 0.077 -0.038
H 0.019 0.082 0.115
H -0.008 0.039 0.085
H -0.036 0.086 -0.070
H -0.020 0.038 -0.011
H -0.071 0.034 -0.035
H -0.062 -0.055 0.120
H -0.058 -0.029 -0.033
H -0.076 0.015 0.019
H -0.046 -0.081 -0.084
H -0.020 -0.060 0.002
H 0.057 -0.028 -0.038
H -0.112 0.016 0.031
H -0.086 0.003 0.078
H -0.039 -0.027 -0.018
H 0.072 -0.030 -0.001
H -0.021 -0.042 0.039
H 0.052 -0.065 0.153
C 0.017 0.238 0.161
C 0.617 -0.429 -0.239
O -0.468 -0.029 -0.226
C -0.039 0.199 -0.166
C -0.035 0.136 0.069
C 0.167 0.036 0.049
C -0.059 -0.051 0.078
C -0.108 -0.054 -0.120
C 0.331 -0.058 0.363
O -0.176 -0.283 -0.125
H -0.037 -0.027 0.068
H 0.049 -0.084 -0.063
H 0.031 0.032 -0.097
H -0.057 -0.035 0.019
H 0.059 0.031 -0.013
H -0.028 0.032 0.044
H 0.058 0.061 0.070
O -0.114 -0.089 0.004
C -0.092 -0.257 0.057
O 0.095 0.107 0.058
C 0.543 0.208 -0.010
C -0.370 0.079 -0.187
Cl -0.049 -0.051 -0.081
N -0.142 -0.583 0.555
N -0.298 0.472 -0.210
C -0.069 -0.135 0.112
C -0.058 -0.166 0.118
O 0.085 -0.087 0.087
O 0.182 0.234 -0.291
C 0.342 0.226 -0.283
C -0.545 -0.074 0.178
C 0.298 -0.106 0.058
C 0.186 0.028 -0.299
C -0.059 -0.100 0.001
C -0.313 0.173 0.278
H -0.038 0.073 0.021
H -0.028 -0.126 -0.009
H 0.042 0.063 -0.016
H -0.007 0.022 -0.023
H -0.018 0.026 0.005
H -0.020 -0.043 -0.047
O 0.084 -0.219 -0.012
S -0.365 0.695 0.225
O -0.042 -0.043 0.020
O -0.081 -0.326 -0.130
S 0.747 0.691 0.093



A structure of composition C31H40CuN4S2Se in a non-equilibrium geometry, computed with ωB97M-V/def2-TZVPD.

Output
orbital gap (spin up / spin down): 7.765 / 6.488 eV
net charge: 0
spin multiplicity: 2

Geometry (Å):
Cu -0.8880 -3.5686 0.8066
C -0.9035 -0.7712 1.2029
N -1.2130 -1.9173 2.0691
C -0.2998 -2.0321 3.2592
C 1.0831 -2.2294 2.7023
N 1.1168 -3.3861 1.7022
C 1.1458 -4.6966 2.3824
C 2.0706 -3.3672 0.6229
C 3.3693 -2.8786 0.9277
C 4.3293 -2.8826 -0.0833
C 3.9714 -3.3205 -1.3803
C 2.7373 -3.8436 -1.6153
C 1.7297 -3.8009 -0.6441
S 0.0968 -4.4136 -0.9977
C -2.6443 -1.8377 2.4629
C -3.1733 -0.8083 3.1925
C -4.5385 -0.7800 3.4389
C -5.4032 -1.7244 2.8846
C -4.8717 -2.7497 2.1439
C -3.5102 -2.8812 1.9679
S -2.9222 -4.3503 1.2127
H -1.1201 0.1887 1.7376
H -1.6875 -0.7516 0.3911
H 0.1106 -0.8258 0.7599
H -0.7161 -2.8155 3.8545
H -0.3409 -1.1080 3.9537
H 1.8035 -2.5043 3.4485
H 1.3982 -1.2853 2.2309
H 2.0668 -4.8543 2.8791
H 0.8688 -5.4970 1.6876
H 0.4564 -4.6352 3.1789
H 3.5924 -2.6511 1.9294
H 5.3141 -2.5511 -0.0064
H 4.6553 -3.2871 -2.2011
H 2.4813 -4.1123 -2.7321
H -2.5658 -0.0054 3.6154
H -4.9281 0.0076 4.0094
H -6.4812 -1.5600 3.0471
H -5.5101 -3.5551 1.6655
C -1.7282 1.8006 -4.9387
C -0.3171 2.2771 -4.6336
C 0.7267 1.1886 -4.4209
C 0.4027 0.2879 -3.2070
N 0.2347 0.9821 -1.9253
C 1.2671 1.6735 -1.2812
Se 3.0620 1.7071 -1.5682
N 0.6932 2.3162 -0.2189
C 1.3603 3.0721 0.8291
C 1.3327 4.5715 0.4106
C 2.5038 5.0724 -0.4691
C 3.8641 4.9171 0.1489
C -0.7061 2.2057 -0.2501
C -1.6242 2.6301 0.6774
C -2.8773 2.0604 0.4871
C -3.2130 1.2216 -0.6122
C -2.2564 0.8456 -1.5398
C -0.9443 1.2596 -1.2703
H -2.3090 2.6033 -5.3569
H -2.2087 1.4201 -4.0356
H -1.7173 0.9859 -5.6562
H -0.3631 2.8863 -3.7507
H 0.1208 2.9070 -5.3855
H 1.7051 1.7452 -4.2185
H 0.8222 0.5304 -5.3537
H 1.3091 -0.3636 -3.0853
H -0.4851 -0.3229 -3.3462
H 2.4310 2.7670 0.8593
H 0.9717 2.8839 1.8404
H 1.1698 5.2032 1.3171
H 0.4641 4.7604 -0.1590
H 2.2531 6.1261 -0.6896
H 2.4066 4.6496 -1.4379
H 3.8298 5.1585 1.2202
H 4.6167 5.5735 -0.3429
H 4.1589 3.8826 0.0715
H -1.2920 3.2315 1.5303
H -3.7034 2.3604 1.1601
H -4.1823 0.7763 -0.6844
H -2.4586 0.1887 -2.4213

Forces on the atoms, in the same order (eV/Å):
Cu 0.672 0.283 0.517
C -1.215 0.873 -0.705
N -0.860 0.137 0.997
C -0.847 1.677 -0.315
C 0.740 -1.060 -1.084
N -1.402 0.389 -0.282
C -0.530 0.605 -0.610
C 1.450 1.409 0.953
C -0.390 -1.272 -2.236
C -1.719 -0.415 -0.957
C 0.208 -0.006 1.314
C -1.334 0.106 -2.792
C -0.578 -0.834 -0.007
S 0.109 0.202 -0.074
C 0.025 -1.855 -1.229
C -0.023 0.386 0.503
C -0.001 -0.734 -0.732
C -0.248 1.159 0.587
C -1.359 -1.551 -0.757
C 1.412 0.841 0.411
S 0.232 0.113 -0.306
H 0.735 -0.594 -0.250
H 1.056 -0.276 0.652
H -0.637 0.114 0.266
H 0.085 -0.851 0.331
H 0.148 -1.066 -1.260
H 0.359 0.269 0.805
H 0.136 -0.630 -0.014
H 1.471 -0.362 0.119
H 0.241 0.194 0.202
H -1.256 -0.276 0.795
H 0.397 0.533 1.044
H 1.404 0.652 0.771
H 0.547 0.097 -0.157
H 0.305 0.252 2.504
H 0.030 -0.252 -0.226
H -0.538 1.003 0.738
H 0.601 -0.469 -0.203
H 0.683 1.162 0.750
C 0.481 -0.360 -0.013
C 0.196 -0.548 -0.057
C 0.400 0.218 0.144
C 1.646 -0.575 0.005
N 1.424 1.210 0.256
C -0.696 -0.458 0.634
Se 0.004 -0.502 -0.525
N -0.682 0.026 0.226
C 1.603 1.007 -0.865
C 0.637 0.200 1.368
C -1.257 1.203 0.915
C 0.427 0.573 0.056
C 2.121 -1.741 -0.421
C -0.274 -0.626 -0.129
C -1.639 0.507 0.121
C 0.887 0.419 0.678
C 0.747 -0.598 -0.507
C -1.554 1.047 -0.597
H -0.438 0.304 -0.052
H -0.069 0.215 -0.172
H -0.015 -0.151 -0.252
H 0.091 0.453 0.642
H -0.287 0.483 -0.688
H -1.074 -1.155 -0.347
H -0.006 0.832 1.326
H -0.991 0.214 0.071
H 0.039 -0.094 -0.124
H -0.790 -0.107 -0.105
H -0.416 -0.077 -0.575
H 0.608 -0.311 -0.461
H -1.306 -0.040 -0.644
H 0.296 -0.093 0.408
H 0.272 -0.919 -0.835
H 0.069 0.148 -0.209
H -0.412 -0.567 0.341
H 0.418 -0.302 -0.100
H -0.571 -0.097 -0.388
H 0.595 -0.396 -0.340
H -0.569 0.170 0.014
H -0.023 0.533 1.134



Calculated total energy, record by record: -156306.130, -170413.159 eV